DFT (wB97M-V/def2-TZVPD) results for a cluster of 2 separate species, C2H9N2S in total in a non-equilibrium geometry.

The geometry in XYZ format:
```
14
Properties=species:S:1:pos:R:3:forces:R:3:mulliken_charge:R:1
C 0.92977 -0.12471 -0.08902 0.5 -0.7 -0.9 -0.278
C 0.44715 0.36409 -1.24938 -0.1 -0.7 0.5 -0.093
N 0.49434 -0.27211 -2.47887 -0.3 0.3 1.2 -0.507
N 0.77482 0.65575 1.14031 -0.9 -0.6 -0.6 -0.062
H 1.45687 -1.10050 0.01346 -0.5 1.1 0.0 0.328
H -0.10987 1.29669 -1.23150 0.3 0.2 -0.1 0.212
H -0.22367 0.07933 -3.08236 -0.1 0.1 -0.5 0.286
H 0.41251 -1.27204 -2.39036 0.4 -0.3 -0.3 0.252
H 1.60240 0.89569 1.61100 1.9 0.1 0.7 0.361
H 0.14340 0.17946 1.80247 -0.3 -0.1 0.2 0.118
H 0.33374 1.53502 0.95201 -0.5 0.7 -0.3 0.366
S -1.74493 -0.84943 2.20084 -0.5 -0.3 -0.4 -0.417
H -2.85290 -0.15129 1.89637 0.1 0.1 0.2 0.232
H -1.66364 -1.23595 0.90504 0.1 -0.1 0.4 0.202
```
Positions in Å, forces in eV/Å.

The net charge is +1. The HOMO energy comes out at -0.4944 Ha. For the electronic energy, the calculation gives -589.02295 a.u. The spin multiplicity is 1. Its orbital gap is 10.254 eV.